# 1
43
Properties=species:S:1:pos:R:3:forces:R:3 method="wB97M-V/def2-TZVPD" smiles=Cc1cccc(C)c1OCCCCCNCCO e_tot_ev=-21545.4036 mol_weight_g_mol=251.37
C 3.758263 1.281899 2.352891 -0.043 -0.004 -0.062
C 3.656608 -0.194639 2.111234 -0.171 0.088 -0.077
C 4.589643 -1.065095 2.657164 -0.049 -0.025 -0.052
C 4.497758 -2.427587 2.443130 0.074 -0.065 0.037
C 3.457916 -2.937454 1.688783 0.013 0.075 -0.001
C 2.507071 -2.096286 1.127630 -0.131 0.148 -0.040
C 2.619791 -0.720129 1.336875 0.147 -0.114 0.040
O 1.666433 0.134387 0.802108 0.090 -0.247 0.339
C 1.988324 0.609148 -0.493772 0.073 0.389 -0.416
C 0.874559 1.537865 -0.964257 0.073 -0.551 0.221
C -0.452810 0.799734 -1.117236 0.019 0.412 -0.028
C -1.569399 1.729430 -1.587343 -0.089 -0.411 -0.072
C -2.900458 1.009492 -1.791247 0.116 0.358 -0.098
N -3.518818 0.687556 -0.516778 0.279 -0.194 0.210
H -2.872568 0.139773 0.042412 -0.093 0.050 -0.035
C -4.778029 -0.018037 -0.630447 -0.245 0.297 -0.086
C -5.900527 0.898625 -1.134568 -0.057 -0.394 0.496
O -5.908819 1.091105 -2.529255 0.025 -0.030 -0.571
H -5.955106 0.230261 -2.960672 -0.022 0.087 0.044
H -5.773577 1.890733 -0.698999 -0.029 -0.083 0.076
H -6.867655 0.487689 -0.809116 0.086 0.084 0.025
H -5.051601 -0.370666 0.366837 -0.025 -0.053 -0.058
H -4.714007 -0.899554 -1.300649 -0.064 0.054 0.094
H -2.740014 0.107353 -2.412494 -0.062 0.097 -0.014
H -3.588862 1.665444 -2.328453 0.107 -0.133 -0.046
H -1.717129 2.524942 -0.855951 -0.003 0.114 -0.011
H -1.273835 2.188185 -2.533397 0.023 0.065 -0.020
H -0.330771 -0.013960 -1.837819 -0.022 -0.095 0.012
H -0.709438 0.363468 -0.150866 -0.003 -0.123 0.021
H 1.171012 1.979124 -1.917926 0.021 0.059 -0.016
H 0.758290 2.341077 -0.235022 0.051 0.116 -0.009
H 2.945931 1.149675 -0.469117 -0.068 -0.112 0.032
H 2.096260 -0.236741 -1.188825 0.009 0.045 0.074
C 1.378373 -2.659188 0.315774 0.012 0.071 -0.017
H 0.559793 -1.946242 0.264004 -0.087 -0.032 -0.060
H 1.712822 -2.879117 -0.699062 -0.064 -0.021 -0.076
H 1.018069 -3.585679 0.757933 -0.040 -0.060 -0.014
H 3.375456 -4.003302 1.530913 -0.026 -0.110 -0.012
H 5.231627 -3.093461 2.872595 0.057 -0.056 0.043
H 5.393742 -0.664612 3.257711 0.072 0.053 0.073
H 4.480463 1.730403 1.669248 0.010 0.097 -0.011
H 4.092521 1.478180 3.369297 0.029 0.052 0.044
H 2.792702 1.756200 2.196730 0.009 0.102 0.020

---

# 2
72
Properties=species:S:1:pos:R:3:forces:R:3 method="wB97M-V/def2-TZVPD" smiles="COC(=O)OC.COC(=O)OC.COC(=O)OC.Fc1ccccc1.Fc1ccccc1.Fc1ccccc1" e_tot_ev=-55112.9424 mol_weight_g_mol=558.55
F 15.520384 18.410116 17.693795 -0.290 0.859 0.494
C 15.546659 17.402714 16.833503 0.375 -1.197 -0.362
C 15.045706 16.174826 17.264415 -0.233 0.532 0.766
C 15.189147 15.048154 16.477218 -0.239 0.162 -0.168
C 15.791921 15.184370 15.256486 0.282 0.585 -0.660
C 16.291571 16.410284 14.844954 0.923 0.000 -0.425
C 16.203579 17.564576 15.626935 -0.446 -1.218 0.154
H 14.580917 16.183462 18.252256 0.116 -0.262 -0.281
H 14.872405 14.049246 16.704508 -0.408 -0.087 0.733
H 15.885954 14.348886 14.587815 0.128 -0.300 -0.063
H 16.906856 16.357468 13.944026 -0.408 0.565 0.037
H 16.647254 18.503896 15.378538 0.187 0.399 -0.235
F 18.629102 22.999085 16.963660 0.012 -0.032 -0.270
C 18.000881 22.639273 15.822864 0.263 -0.557 0.004
C 18.395689 21.510187 15.142803 -0.409 -0.633 -0.850
C 17.697778 21.110341 13.974242 0.823 0.180 1.322
C 16.619055 21.853073 13.552990 -0.797 -0.316 -0.632
C 16.246118 22.989797 14.242957 0.132 0.899 0.437
C 16.955186 23.390688 15.364490 -0.279 0.678 -0.133
H 19.195882 20.897597 15.508916 0.342 -0.072 0.178
H 18.024246 20.198598 13.474558 -0.169 0.274 0.004
H 16.010470 21.522533 12.715245 0.201 0.077 -0.011
H 15.447917 23.673280 13.948040 0.063 -0.563 -0.273
H 16.739539 24.332375 15.842831 -0.206 0.028 0.226
F 8.879520 14.564865 15.118330 0.009 -0.136 -0.048
C 8.840249 15.226758 13.944262 -0.687 0.761 0.213
C 7.623697 15.839869 13.577211 1.019 -0.031 -1.767
C 7.596345 16.532594 12.339270 -0.541 -0.213 0.476
C 8.718394 16.683343 11.542815 0.085 -0.444 0.493
C 9.893914 16.133185 12.024351 0.729 -0.466 -0.173
C 10.003058 15.371821 13.207115 -1.088 1.489 -1.134
H 6.699484 15.704368 14.109235 0.065 -0.075 0.420
H 6.678822 16.959228 11.937232 -0.095 -0.160 0.497
H 8.662428 17.174268 10.565252 0.106 -0.101 0.528
H 10.791152 16.265386 11.436823 0.231 -0.027 0.012
H 10.990645 15.096357 13.499913 0.226 -0.594 0.469
C 11.456142 19.502329 10.965624 -0.168 1.379 0.850
O 11.139356 20.748878 11.739312 -0.364 -1.661 -1.389
C 11.815141 21.052596 12.803886 1.791 -0.815 1.324
O 12.768889 20.442023 13.290737 -1.290 0.904 -0.723
O 11.280605 22.171535 13.278688 0.391 0.600 0.799
C 11.920886 22.791489 14.426790 -1.058 0.003 -0.227
H 11.445982 18.574043 11.550913 -0.056 0.615 0.062
H 12.420012 19.645381 10.492604 0.118 -0.110 -0.006
H 10.656652 19.571034 10.245957 -0.063 -0.487 -0.334
H 11.453188 23.778836 14.459467 0.039 -0.198 0.158
H 12.976726 22.930361 14.268463 0.407 -0.320 -0.007
H 11.690143 22.238109 15.352304 0.290 0.131 -0.481
C 14.213759 14.398513 10.068424 0.332 1.184 0.251
O 14.967039 15.433565 10.784994 0.474 -2.735 -1.215
C 14.428968 16.542956 11.155417 -4.594 0.514 -0.162
O 13.233284 16.879059 11.004876 2.330 -0.537 -0.048
O 15.329086 17.178450 11.798673 1.913 1.782 1.258
C 15.121219 18.525665 12.254135 0.430 0.303 -0.535
H 13.968127 14.781955 9.088544 -0.158 0.125 -0.247
H 13.294255 14.141371 10.587937 0.163 -0.107 0.154
H 14.918457 13.583642 9.953291 -0.167 -0.135 0.244
H 16.119573 18.874132 12.556565 -0.402 -0.256 0.094
H 14.419840 18.581880 13.080635 -0.114 -0.023 -0.142
H 14.822105 19.150919 11.402262 -0.271 -0.188 0.352
C 14.488797 8.878026 9.291113 0.780 -0.535 -0.893
O 14.026562 10.203769 9.167378 -0.391 1.053 0.841
C 13.894548 10.754085 7.966115 0.952 -0.676 -1.573
O 14.206416 10.228002 6.909495 -0.486 0.417 1.101
O 13.435343 11.994052 8.107871 -0.564 0.497 -0.046
C 13.268498 12.826903 6.913007 0.545 0.176 1.091
H 15.535367 8.773154 8.997119 0.050 0.335 -0.078
H 13.934830 8.263764 8.601656 -0.346 -0.517 0.037
H 14.430280 8.545556 10.321164 -0.483 0.279 0.058
H 12.365438 13.449233 7.053048 0.520 -0.478 0.077
H 13.195278 12.208520 6.042075 -0.052 -0.297 -0.437
H 14.172332 13.461774 6.867988 -0.526 -0.225 -0.189

---

# 3
11
Properties=species:S:1:pos:R:3:forces:R:3 method="wB97M-V/def2-TZVPD" e_tot_ev=-55425.6485 mol_weight_g_mol=216.98
C 0.849010 -0.873166 -0.317624 0.954 1.756 2.253
C -2.458279 0.536824 -0.070955 -0.668 -0.970 1.523
F -1.932010 1.344142 0.815917 0.333 0.659 -0.255
F -2.165001 -0.723036 0.358738 -0.844 0.892 -1.005
F -3.771070 0.769351 -0.152846 0.978 -0.555 -0.262
P 1.673516 0.811944 -0.462742 1.333 -0.928 -1.456
S 3.537140 0.485037 -1.172035 -0.841 0.222 -0.034
Cl 1.877947 -2.157942 0.428643 -0.856 0.610 -0.631
Cl 1.929514 1.402504 1.433960 -0.230 0.137 0.953
H 0.381756 -1.075290 -1.236749 -0.179 -0.862 -1.240
H 0.077474 -0.520364 0.375696 0.018 -0.962 0.155

---

# 4
74
Properties=species:S:1:pos:R:3:forces:R:3 method="wB97M-V/def2-TZVPD" e_tot_ev=-71710.9767 total_charge=+4 mol_weight_g_mol=595.02 multiplicity=5
Pd -0.659886 1.044128 -1.120404 0.838 -2.119 0.084
P -2.216843 2.317468 -0.126427 0.104 -1.009 -0.429
P -1.883205 -1.596858 0.910561 -2.700 -1.261 1.336
P 1.723351 1.582659 -1.013519 1.149 -0.121 -0.554
H -0.701997 -3.570586 -1.386929 0.756 -1.330 -0.102
C 0.402541 -3.676374 -1.418793 0.506 2.564 0.852
C 1.094230 -3.044734 -0.422266 -0.313 0.225 -1.367
H 0.685297 -2.785146 0.583620 0.192 -0.243 -1.045
C -3.280175 2.035282 -1.573556 -0.073 0.022 0.204
C -3.047061 2.027066 1.447602 0.092 -0.105 0.102
C -1.282857 3.854440 -0.155676 -0.093 -0.154 0.084
C -1.769000 -3.417094 1.265550 1.128 -0.143 -0.520
C -2.137332 -1.238588 2.723269 1.087 1.267 -0.059
C -3.652663 -1.572713 0.387462 0.385 0.380 -0.720
C 3.037177 0.392282 -1.445638 -0.803 -0.551 0.305
C 2.350503 2.447296 0.434698 -0.776 0.244 0.060
C 1.627652 2.749304 -2.397440 -0.572 0.468 0.089
H 0.906955 -3.843962 -2.393528 -0.647 -0.088 0.840
H 2.067556 -2.570507 -0.685347 -0.331 -1.128 0.678
H -4.038397 2.813395 -1.604012 -0.294 0.031 -0.377
H -3.735090 1.027759 -1.491360 0.100 0.644 0.028
H -2.642815 2.042829 -2.481533 -0.498 0.231 0.324
H -3.823089 2.797177 1.563292 0.090 -0.167 0.106
H -2.317444 2.101757 2.277351 -0.429 0.041 -0.437
H -3.513349 1.023442 1.453766 0.216 0.725 -0.015
H -1.993564 4.673869 -0.265914 0.196 0.336 -0.004
H -0.593068 3.817453 -1.016109 -0.316 0.281 0.249
H -0.707573 3.938985 0.779605 -0.275 0.122 -0.324
H -2.733580 -3.723837 1.705481 0.301 0.276 -0.440
H -0.993486 -3.582255 2.028387 -0.122 0.017 -0.409
H -1.517804 -3.971182 0.360643 -0.229 -0.268 0.335
H -3.001722 -1.803908 3.094244 0.086 0.084 -0.473
H -2.266260 -0.172642 2.925205 -0.096 -0.215 0.106
H -1.246314 -1.574820 3.261401 -0.128 0.068 -0.045
H -4.201802 -2.373227 0.902946 0.196 0.336 -0.152
H -3.651267 -1.757491 -0.694236 -0.381 -0.026 0.184
H -4.122653 -0.601547 0.590102 0.042 -0.370 -0.152
H 3.763671 0.955114 -2.059017 -0.070 -0.414 0.437
H 2.566035 -0.424214 -2.026587 0.510 0.449 0.195
H 3.443551 -0.016229 -0.498370 0.090 0.259 -0.695
H 3.345421 2.864061 0.223356 -0.197 -0.191 0.124
H 2.326671 1.717485 1.237263 0.448 0.051 0.137
H 1.650183 3.245709 0.708976 0.304 0.032 -0.074
H 2.398891 2.474051 -3.144562 -0.470 0.360 0.319
H 1.772519 3.768323 -1.960013 -0.067 -0.643 -0.694
H 0.617343 2.652077 -2.871956 0.888 0.400 0.048
C 0.556346 -0.889931 -4.775336 0.440 -0.905 -0.505
C 0.073785 -0.460027 -6.046915 -0.119 0.134 -0.144
C 0.473887 -1.084099 -7.206289 0.370 -0.108 0.263
C 1.372023 -2.181518 -7.153848 -0.777 0.730 0.278
C 1.800431 -2.644662 -5.900970 0.739 -0.764 0.554
C 1.437272 -2.017698 -4.730675 -0.060 0.115 0.136
S 0.076678 -0.058537 -3.397004 -0.558 0.809 0.519
H -1.493813 -0.455021 -0.711717 0.464 0.322 1.174
H -0.597815 0.391778 -6.057971 0.033 -0.113 -0.179
H 0.129396 -0.711418 -8.160175 -0.047 -0.044 -0.036
H 1.695648 -2.647654 -8.075683 0.042 -0.077 0.094
H 2.459626 -3.526804 -5.838883 -0.366 0.573 -0.132
H 1.793552 -2.352971 -3.747993 -0.094 0.063 -0.601
N 1.661845 1.111313 7.484665 2.878 -4.327 1.169
C 2.035671 0.054493 6.665840 -3.754 6.768 0.220
O 2.686541 -0.872748 7.056156 1.744 -2.688 0.951
C 1.584643 0.188681 5.225158 0.424 -1.208 -1.354
C 0.851890 1.252674 4.688538 0.031 0.330 0.741
C 0.563208 1.265339 3.333064 0.442 -0.882 -0.144
N 0.950393 0.275945 2.518187 0.172 -0.130 -0.227
C 1.675711 -0.739596 3.007113 -0.446 0.507 0.096
C 2.000333 -0.828950 4.354118 -0.051 0.429 0.217
H 1.929794 1.003929 8.497631 -0.483 0.454 -1.322
H 1.071081 1.847998 7.226670 -0.948 0.888 -0.654
H 0.502747 2.094991 5.268090 0.043 0.015 0.143
H 0.040039 2.099890 2.858912 0.087 -0.216 0.371
H 2.023157 -1.504748 2.312582 -0.155 0.180 0.103
H 2.596654 -1.656120 4.695116 0.125 -0.221 0.134